(1)
DFT (ωB97M-V/def2-TZVPD) results for one molecule with the formula C6H8BN in a non-equilibrium geometry.

Structure (ORCA input):
```
! RIJCOSX wB97M-V def2-TZVPD def2/J DEFGRID3
* xyz 0 1
C -0.73785 -0.62419 -2.33901
B -0.29223 -1.30796 -0.94482
C 0.16256 -0.39089 0.15198
C 0.92391 0.80146 -0.04653
C 1.17258 1.62735 1.03157
N 0.50147 1.49855 2.18908
C -0.27309 0.45388 2.36951
C -0.39038 -0.61618 1.42614
H -1.49220 -1.16406 -2.91109
H 0.23764 -0.72709 -2.83934
H -1.01255 0.39054 -2.46028
H -0.37751 -2.38314 -0.71021
H 1.23179 0.98344 -1.01371
H 1.77408 2.53546 1.01063
H -0.73153 0.51175 3.43646
H -0.69670 -1.58891 1.64963
*
```

Values from the calculation:
energy relative to the best compared isomer or geometry (same formula, charge and spin)	10.83	kcal per mole
E_HOMO	-9.65	eV
structure (SMILES)	CBc1ccncc1
E_tot	-8516.817	eV

(2)
DFT (ωB97M-V/def2-TZVPD) results for a 5-piece molecular cluster, C18H36F2O11S overall.

Structure (ORCA input):
```
! RIJCOSX wB97M-V def2-TZVPD def2/J DEFGRID3
* xyz 0 1
C 10.78419 -5.48344 -2.16822
C 10.02573 -4.23674 -2.52660
F 10.73521 -3.12730 -2.15569
O 8.80566 -4.18509 -1.79720
S 7.46426 -4.03561 -2.69128
O 6.43117 -3.74498 -1.73844
O 7.30795 -5.63869 -3.16525
F 7.15066 -6.45918 -2.01774
H 10.14333 -6.35329 -2.31126
H 11.08795 -5.40840 -1.12073
H 11.67944 -5.56154 -2.78702
H 9.82621 -4.14423 -3.60096
O 4.61539 -2.94068 -6.30474
C 3.79111 -2.70973 -5.46004
O 4.20724 -2.55030 -4.18947
C 3.34025 -2.12065 -3.13112
C 2.54099 -3.26018 -2.54586
C 2.31398 -2.65790 -5.77161
H 2.69498 -1.31087 -3.47585
H 4.01515 -1.70351 -2.38523
H 1.86858 -3.69428 -3.28286
H 1.93093 -2.90144 -1.71723
H 3.20847 -4.04337 -2.18286
H 1.93108 -3.67830 -5.76018
H 2.19788 -2.25914 -6.77616
H 1.71984 -2.06772 -5.08022
O -0.43764 -2.44781 -3.51746
C -1.24997 -2.17379 -2.67511
O -0.81866 -2.01899 -1.40648
C -1.68154 -1.58632 -0.34784
C -2.44629 -2.73419 0.27432
C -2.72270 -2.05790 -2.98784
H -2.34696 -0.79745 -0.69560
H -1.01283 -1.14237 0.38979
H -3.11519 -3.20728 -0.44455
H -3.04702 -2.37347 1.10974
H -1.75364 -3.49290 0.63916
H -3.15276 -3.05929 -2.96431
H -2.81953 -1.66849 -3.99772
H -3.28466 -1.42112 -2.31023
O -4.50928 0.73814 0.16649
C -3.67976 1.23880 0.87865
O -3.86066 1.20020 2.20949
C -2.85391 1.60628 3.14782
C -2.84723 3.10213 3.37431
C -2.46894 1.94266 0.31034
H -1.87603 1.22871 2.84299
H -3.12327 1.08406 4.06453
H -2.59137 3.65108 2.46872
H -2.11890 3.35861 4.14500
H -3.83029 3.44553 3.68956
H -2.73361 2.97131 0.06747
H -2.18497 1.43772 -0.60902
H -1.60638 1.95668 0.97142
O -5.07736 5.53961 3.27438
C -5.57485 6.14917 4.18173
O -5.02436 7.32553 4.54132
C -5.61111 8.19390 5.51751
C -5.22422 7.80979 6.92971
C -6.75106 5.60152 4.95614
H -6.69254 8.24238 5.38598
H -5.21598 9.17829 5.27267
H -5.59811 6.82085 7.19578
H -5.63135 8.53032 7.63954
H -4.13920 7.79767 7.03085
H -6.36845 4.92526 5.72091
H -7.36545 5.02711 4.26812
H -7.36959 6.35458 5.43562
*
```

Values from the calculation:
E_HOMO	-9.70	eV
E_tot	-58038.656	eV